(1)
ORCA calculation (ωB97M-V with the def2-TZVPD basis set) on one molecule with the formula C4H8O3.

XYZ file:
```
15
Properties=species:S:1:pos:R:3:forces:R:3
C -2.302966 0.820688 -0.347423 -0.2 0.1 0.0
O -1.168664 0.099709 0.158903 -0.1 0.2 -0.4
C 0.010111 0.509759 -0.319184 0.0 0.4 0.1
O 0.177390 1.406257 -1.119364 -0.4 -0.6 0.2
C 1.153715 -0.181676 0.382695 0.0 -0.4 -0.5
C 1.134833 -1.702922 0.227584 0.0 0.0 0.1
O 2.362208 0.343658 -0.100337 0.0 0.1 0.1
H -2.256661 1.862884 -0.016306 0.0 -0.2 -0.1
H -3.195298 0.336816 0.061411 0.3 0.1 -0.1
H -2.310083 0.783741 -1.439699 0.0 0.0 0.2
H 0.974098 0.085372 1.424805 0.4 0.0 0.3
H 0.214582 -2.115711 0.648758 0.2 0.0 0.0
H 2.001672 -2.113204 0.755074 -0.2 0.0 -0.1
H 1.214544 -1.995832 -0.826471 0.0 0.2 0.2
H 2.107932 0.985088 -0.783217 0.1 0.1 0.1
```
Forces are in eV/Å.

Computed properties:
Charge   0
SMILES   COC(=O)[C@@H](C)O
ΔE to the lowest compared entry with this formula, charge and spin   17.7 kcal/mol
Calculated total energy   -382.9367 Ha
2S+1   1
HOMO level   -0.3845 Eh
HOMO-LUMO gap   11.3 eV
LUMO   0.788 eV

=====

(2)
ORCA calculation (ωB97M-V with the def2-TZVPD basis set) on C4H10 as an isolated structure at a distorted geometry.

XYZ file:
```
14
Properties=species:S:1:pos:R:3:forces:R:3
C 1.514265 -0.203876 0.881650 2.2 -3.1 -0.3
C 1.536850 -0.028747 -0.672411 -0.8 0.2 1.2
C -1.425025 0.651707 0.061311 -1.3 -3.3 -4.9
C -2.611721 -0.084096 0.320219 0.5 4.2 -4.1
H 2.447061 0.192866 1.308257 -0.3 0.7 -0.5
H 0.703416 0.228270 1.418396 -0.8 0.2 0.3
H 1.751562 -1.288925 1.220927 -1.2 1.4 -0.7
H 2.582741 -0.228884 -1.000993 -1.2 -0.4 -0.5
H 0.613429 -0.572680 -1.338526 2.2 0.7 1.4
H 1.371568 1.051575 -0.729001 -0.2 -0.1 -1.0
H -1.153270 0.938215 -1.246292 -0.6 -0.5 3.9
H -3.139869 0.132144 1.226309 0.0 -1.2 1.1
H -3.356352 -0.085725 -0.675914 2.1 -0.8 2.5
H -0.834659 -0.701840 -0.773928 -0.4 1.9 1.5
```
Forces are in eV/Å.

Computed properties:
Charge   +1
<S²>   0.758
ΔE to the lowest compared entry with this formula, charge and spin   146.0 kcal/mol
Calculated total energy   -157.7798 Ha
2S+1   2
HOMO level (spin up / spin down)   -0.5716 / -0.5715 Eh
HOMO-LUMO gap (spin up / spin down)   8.2 / 7.9 eV
LUMO (spin up / spin down)   -7.401 / -7.624 eV

=====

(3)
ORCA calculation (ωB97M-V with the def2-TZVPD basis set) on one molecule with the formula C6H11N at a distorted geometry.

XYZ file:
```
18
Properties=species:S:1:pos:R:3:forces:R:3
C 2.098357 -0.893446 -0.104466 1.0 -0.3 0.1
C 0.922921 -1.301856 0.337237 -0.2 0.5 -0.1
C -0.047513 -0.367490 0.928947 -0.3 0.9 -0.2
C 0.160797 0.341845 2.032827 -0.3 -0.7 0.7
C -1.305116 -0.105056 0.120594 0.2 -0.3 -0.8
C -1.068953 0.251829 -1.349753 1.1 0.2 -0.8
N -0.640382 1.651952 -1.606624 0.1 -0.5 0.8
H 2.755549 -1.568607 -0.639946 0.0 -0.1 0.0
H 2.525075 0.079706 0.108040 -0.3 0.2 -0.1
H 0.594686 -2.295309 0.093140 -0.2 -0.4 -0.1
H -0.616579 1.002783 2.398988 0.1 0.2 -0.1
H 0.933948 0.092245 2.749161 0.3 0.2 -0.3
H -1.858689 0.729949 0.552737 -0.3 -0.4 0.3
H -1.861310 -1.042735 0.098625 -0.5 0.1 0.3
H -1.895264 0.021080 -2.023762 -0.4 0.1 0.5
H -0.253176 -0.373316 -1.726009 -0.1 -0.1 0.0
H 0.355545 1.694102 -1.401332 0.0 0.0 -0.2
H -1.031433 2.211517 -0.854462 -0.2 0.3 -0.2
```
Forces are in eV/Å.

Computed properties:
Charge   0
SMILES   C=CC(=C)CCN
ΔE to the lowest compared entry with this formula, charge and spin   36.9 kcal/mol
Calculated total energy   -289.9129 Ha
2S+1   1
HOMO level   -0.3414 Eh
HOMO-LUMO gap   10.4 eV
LUMO   1.080 eV

=====

(4)
ORCA calculation (ωB97M-V with the def2-TZVPD basis set) on C17H18BBrCrN6O2 as an isolated structure at a distorted geometry.

XYZ file:
```
46
Properties=species:S:1:pos:R:3:forces:R:3
H 0.100497 -2.755632 -1.677837 -0.1 0.3 0.0
N -0.713633 -0.797663 -1.935516 -0.5 -1.9 -2.5
B -1.919103 1.296014 -2.656207 0.2 -0.4 0.7
N -1.528544 -0.205035 -2.891160 1.0 -0.8 1.3
C -1.813026 -1.118409 -3.827992 0.3 -0.3 0.3
Cr -0.166611 0.127077 -0.338439 3.0 0.6 1.1
H -2.418677 -0.826190 -4.672954 0.0 -0.2 0.0
C -1.190875 -2.323282 -3.485593 0.0 0.6 0.2
H -1.220760 -3.241016 -4.022183 -0.1 -0.4 -0.3
C -0.497777 -2.085576 -2.284080 -1.2 1.4 -1.0
H -2.612841 1.707901 -3.525791 -0.1 0.1 -0.2
C 1.657193 1.527255 1.580827 -0.7 0.6 -0.3
H 2.239111 1.556722 2.494692 -0.2 -0.3 0.3
H 0.591764 1.229227 1.729490 0.8 0.0 0.3
H 1.617160 2.550412 1.199244 0.1 -0.1 -0.1
N -0.595395 2.076400 -2.540175 1.0 0.0 0.5
N -2.595237 1.422985 -1.250907 0.7 -0.7 1.3
N 0.336095 1.718548 -1.594206 0.1 0.8 -0.6
N -1.915041 0.915233 -0.150396 -2.9 1.3 0.6
C -0.131991 3.091204 -3.284949 -0.1 -0.5 0.3
C -3.788892 1.866206 -0.839033 0.0 -0.2 -0.2
H -0.758046 3.459471 -4.091218 0.3 0.1 0.2
H -4.468936 2.300934 -1.573244 0.1 -0.2 0.5
C 1.135162 3.406435 -2.821341 0.1 0.5 -0.5
C -3.892597 1.623148 0.523405 -1.4 0.4 0.5
C 1.399039 2.534086 -1.767852 -1.1 -0.3 -0.4
C -2.714539 1.024959 0.933969 0.6 -0.2 -1.1
H 1.774235 4.168888 -3.236333 0.1 0.0 0.1
H -4.750210 1.824565 1.157842 0.2 0.1 -0.3
H 2.297474 2.469668 -1.169876 -0.2 -0.1 0.0
H -2.391738 0.610270 1.906142 -0.2 0.4 -0.8
H 2.165209 0.880589 0.871225 0.0 -0.1 -0.1
Br 1.515511 -3.884608 0.516606 0.2 -0.1 0.3
C 1.963835 -2.999081 2.146479 0.3 0.5 0.4
C 3.216858 -3.303107 2.684716 -0.3 0.0 0.4
C 3.579371 -2.816651 3.946083 -0.5 0.3 -0.1
C 2.702875 -1.978369 4.646259 0.0 -0.1 0.1
C 1.491793 -1.601685 4.058438 0.1 -0.2 -0.2
C 1.107031 -2.081663 2.795716 0.8 -0.3 0.0
C -0.078430 -1.439771 2.121181 -0.8 -0.3 0.3
O -1.025904 -1.024968 2.801553 1.0 -0.1 -1.0
O 0.067352 -1.388702 0.824754 -0.5 0.3 1.1
H 3.910726 -3.924305 2.130024 -0.2 -0.1 0.1
H 4.543179 -3.088127 4.370406 -0.2 0.1 -0.1
H 2.961517 -1.605458 5.651783 -0.1 -0.2 -0.7
H 0.815816 -0.898899 4.546447 0.2 -0.2 -0.1
```
Forces are in eV/Å.

Computed properties:
Charge   0
<S²>   6.014
ΔE to the lowest compared entry with this formula, charge and spin   0.0 kcal/mol
Calculated total energy   -4781.0783 Ha
2S+1   5
HOMO level (spin up / spin down)   -0.2513 / -0.3272 Eh
HOMO-LUMO gap (spin up / spin down)   7.4 / 9.4 eV
LUMO (spin up / spin down)   0.583 / 0.534 eV

=====

(5)
ORCA calculation (ωB97M-V with the def2-TZVPD basis set) on a 2-piece molecular cluster, C10H16O overall at a distorted geometry.

XYZ file:
```
27
Properties=species:S:1:pos:R:3:forces:R:3
C 2.360371 0.500989 0.885004 0.5 0.2 -2.1
C 1.716083 1.675531 1.548566 -1.8 3.5 -0.1
H 2.578545 0.796566 -0.181026 0.3 0.0 1.0
H 3.297407 0.241965 1.353777 0.3 -0.4 0.2
H 1.743000 -0.366055 0.628077 -0.2 0.1 1.1
H 2.206552 2.352600 2.264568 1.1 -1.1 0.3
H 0.713631 1.601045 1.991406 0.3 -0.9 -0.2
H 1.493130 2.535632 0.834460 0.1 -1.3 0.1
C 0.173122 -1.480989 -1.869614 2.0 3.0 0.9
C -0.756067 -1.726546 -3.040865 0.2 -0.3 0.3
C -0.401341 -0.689252 -0.703821 -1.3 -1.2 0.0
C -0.489331 0.693072 -0.644886 1.5 0.4 -2.3
C -1.016250 -1.478558 0.266443 -0.5 1.4 0.8
C -1.086971 1.395201 0.405274 -1.7 -0.1 1.4
C -1.748835 -0.773715 1.328358 0.4 -0.1 0.0
C -1.716846 0.612600 1.376576 0.5 0.4 -0.5
O -2.180219 1.333177 2.505569 0.1 -0.6 0.2
H 0.796075 -2.236885 -1.400869 -0.5 -1.1 -0.4
H 0.985586 -0.754220 -2.188218 -0.6 -0.7 -0.5
H -1.127107 -0.719070 -3.294833 0.0 -0.6 -0.4
H 0.024011 1.322036 -1.398229 -0.2 -0.6 0.1
H -1.003844 -2.551257 0.249987 0.1 -0.4 -0.2
H -1.182827 2.481135 0.483747 0.3 -0.4 -0.1
H -2.167933 -1.343635 2.138109 -0.3 0.0 0.3
H -1.448054 1.165366 3.114413 -0.4 0.2 0.3
H -1.613839 -2.386511 -2.831780 0.3 0.3 0.2
H -0.148048 -2.200224 -3.820194 -0.4 0.3 -0.4
```
Forces are in eV/Å.

Computed properties:
Charge   -1
<S²>   0.762
ΔE to the lowest compared entry with this formula, charge and spin   28.8 kcal/mol
Calculated total energy   -465.7787 Ha
2S+1   2
HOMO level (spin up / spin down)   0.0257 / -0.1327 Eh
HOMO-LUMO gap (spin up / spin down)   3.1 / 7.4 eV
LUMO (spin up / spin down)   3.829 / 3.755 eV

=====

Q: What is the formula in the fifth record?
A: C10H16O

=====

Q: The lowest calculated total energy belongs to which entry?
A: C17H18BBrCrN6O2

=====

Q: 2S+1 of number 3 (C6H11N)?
A: 1

=====

Q: Which value of charge does entry 1 give?
A: 0